ORCA calculation (ωB97M-V/def2-TZVPD) on a cluster of 6 separate species, C33H32ClN5O13P2S in total.

Properties
- SMILES: O=C(Cl)CP(COO)[PH2]=S.O=[N+]([O-])c1ccccc1.O=[N+]([O-])c1ccccc1.O=[N+]([O-])c1ccccc1.O=[N+]([O-])c1ccccc1.O=[N+]([O-])c1ccccc1
- Orbital gap: 8.4 eV
- Relative energy (zero: lowest compared OMol25 entry of this formula, charge and spin): 0.00 kJ/mol
- E_LUMO: -0.44 eV

Positions of all 87 atoms, in Å:
O (-2.72559, 6.63230, 1.50033)
C (-2.32553, 6.65171, 0.38176)
Cl (-3.08286, 7.70610, -0.82214)
C (-1.21945, 5.80839, -0.17656)
P (0.53917, 6.09530, 0.37221)
C (0.81421, 7.95563, 0.24938)
O (-0.20954, 8.70324, -0.36993)
O (-0.00939, 8.65038, -1.78494)
P (0.37973, 5.69833, 2.53757)
S (1.09108, 3.93441, 2.93651)
H (-1.22558, 5.82949, -1.26444)
H (-1.40497, 4.77807, 0.15070)
H (1.74137, 8.07146, -0.31518)
H (0.94605, 8.41023, 1.23395)
H (-0.73876, 8.07619, -2.06144)
H (-0.95786, 5.85677, 2.90015)
H (0.98433, 6.78878, 3.18742)
O (-1.80481, 1.57410, -0.64478)
N (-1.02005, 0.93301, 0.03314)
O (0.16786, 0.84887, -0.19420)
C (-1.55305, 0.22979, 1.21340)
C (-2.91153, 0.29615, 1.45869)
C (-3.40514, -0.34071, 2.58353)
C (-2.54875, -1.03744, 3.42602)
C (-1.19064, -1.10193, 3.15026)
C (-0.68047, -0.45998, 2.03373)
H (-3.55669, 0.85037, 0.79417)
H (-4.46088, -0.27982, 2.81341)
H (-2.94732, -1.50393, 4.31709)
H (-0.52141, -1.62904, 3.81552)
H (0.37648, -0.48250, 1.81456)
O (0.81479, -4.21050, -0.24152)
N (1.34447, -3.12171, -0.35382)
O (1.68465, -2.42454, 0.58092)
C (1.58565, -2.60612, -1.71480)
C (1.20380, -3.38671, -2.78893)
C (1.42016, -2.90440, -4.06792)
C (2.00990, -1.65860, -4.24625)
C (2.38231, -0.89060, -3.15028)
C (2.17091, -1.36307, -1.86461)
H (0.74727, -4.35127, -2.62924)
H (1.12357, -3.50392, -4.91787)
H (2.17880, -1.28206, -5.24686)
H (2.84315, 0.07600, -3.29303)
H (2.44956, -0.78037, -0.99951)
O (6.41689, 0.35572, -4.46890)
N (6.05555, -0.30324, -3.51578)
O (5.27621, 0.07623, -2.66541)
C (6.58367, -1.67527, -3.38272)
C (7.49965, -2.12819, -4.31227)
C (7.99072, -3.41651, -4.17736)
C (7.56026, -4.22118, -3.13074)
C (6.63378, -3.74328, -2.21367)
C (6.13584, -2.45614, -2.33405)
H (7.81637, -1.48405, -5.11858)
H (8.71071, -3.79142, -4.89185)
H (7.94841, -5.22603, -3.02977)
H (6.29619, -4.37228, -1.40137)
H (5.41280, -2.06278, -1.63529)
O (-4.20780, 0.78303, 6.12046)
N (-3.37820, 1.55366, 5.67617)
O (-2.20560, 1.29374, 5.51880)
C (-3.83310, 2.89503, 5.25697)
C (-5.15706, 3.23860, 5.44954)
C (-5.57650, 4.49531, 5.04376)
C (-4.67762, 5.37399, 4.45421)
C (-3.35337, 5.00110, 4.26710)
C (-2.91591, 3.75003, 4.67256)
H (-5.83800, 2.53521, 5.90475)
H (-6.60824, 4.78643, 5.18646)
H (-5.01071, 6.35309, 4.13634)
H (-2.65923, 5.68613, 3.79964)
H (-1.89111, 3.43578, 4.53119)
O (-2.33875, -5.49762, -4.40176)
N (-1.48005, -6.03732, -3.73710)
O (-0.30506, -6.09965, -4.04848)
C (-1.88069, -6.64826, -2.45556)
C (-3.21507, -6.62008, -2.09761)
C (-3.58413, -7.19377, -0.89244)
C (-2.62467, -7.77443, -0.07350)
C (-1.28981, -7.78305, -0.45398)
C (-0.90607, -7.21660, -1.65818)
H (-3.94112, -6.15796, -2.74907)
H (-4.62300, -7.18461, -0.59238)
H (-2.91872, -8.21990, 0.86755)
H (-0.54288, -8.22834, 0.18847)
H (0.12640, -7.20697, -1.97232)



ORCA calculation (ωB97M-V/def2-TZVPD) on a structure of composition C33H32CsN5O2SSeSiTe in a non-equilibrium geometry.

Properties
- Orbital gap: 5.0 eV
- Total charge: -2
- E_LUMO: 3.50 eV

Positions of all 77 atoms, in Å:
Cs (-0.42626, 0.03438, 0.66694)
O (6.00263, -3.02541, 5.32903)
C (4.87004, -3.52085, 5.29718)
O (4.43322, -4.55137, 5.82009)
C (3.82676, -2.71188, 4.43521)
C (4.19061, -1.51980, 3.82720)
C (3.24708, -0.79948, 3.08910)
N (2.03215, -1.29870, 2.84714)
C (1.69843, -2.46802, 3.37157)
C (2.54071, -3.18363, 4.22587)
C (0.37261, -3.02973, 3.05152)
C (0.25548, -4.38793, 2.73661)
C (-1.00146, -4.92869, 2.55110)
C (-2.11143, -4.10652, 2.69339)
C (-1.89130, -2.76180, 2.94701)
N (-0.69153, -2.23407, 3.12003)
C (3.53334, 0.52749, 2.52427)
C (4.76951, 1.16186, 2.72023)
C (4.98489, 2.40402, 2.16316)
C (3.96704, 3.00314, 1.43394)
C (2.77012, 2.31499, 1.31240)
N (2.56175, 1.11961, 1.82237)
H (5.21261, -1.20067, 3.95623)
H (2.21686, -4.07981, 4.73505)
H (1.13983, -4.99618, 2.62867)
H (-1.12399, -5.97460, 2.30758)
H (-3.11473, -4.49986, 2.60455)
H (-2.72472, -2.06964, 3.03181)
H (5.54461, 0.69149, 3.30371)
H (5.93108, 2.91134, 2.29934)
H (4.09791, 3.97762, 0.98849)
H (1.93147, 2.75478, 0.78266)
Te (-2.07811, 3.80043, 1.46270)
C (-3.68354, 4.36538, 2.66256)
C (-3.83713, 5.52527, 3.36594)
C (-5.07138, 5.65832, 4.03061)
C (-5.88584, 4.58888, 3.84017)
S (-5.12197, 3.40507, 2.83444)
H (-3.06338, 6.27377, 3.39275)
H (-5.34352, 6.51522, 4.63056)
H (-6.87740, 4.40983, 4.21135)
C (0.34115, -4.06658, -1.20021)
Si (0.20026, -2.33378, -2.04737)
C (1.58134, -2.54747, -3.40725)
C (-1.39776, -2.55407, -3.07710)
C (-2.55598, -3.09344, -2.51316)
C (-3.75559, -3.12987, -3.19396)
C (-3.84703, -2.61254, -4.47778)
C (-2.71855, -2.05861, -5.05796)
C (-1.52530, -2.03080, -4.36413)
H (0.28496, -4.90165, -1.90280)
H (-0.44744, -4.20518, -0.46230)
H (1.28479, -4.14757, -0.66383)
H (1.39223, -3.37855, -4.09001)
H (2.54350, -2.72553, -2.92917)
H (1.69693, -1.65060, -4.01288)
H (-2.50761, -3.50030, -1.50939)
H (-4.63628, -3.55825, -2.72715)
H (-4.78637, -2.63742, -5.01811)
H (-2.77858, -1.64645, -6.06001)
H (-0.65444, -1.59636, -4.83698)
C (0.80573, 5.60647, -2.69108)
N (0.23602, 4.63976, -3.57859)
C (0.42647, 4.53291, -4.93399)
C (-0.27854, 3.45905, -5.35854)
N (-0.90305, 2.91635, -4.26635)
C (-1.73176, 1.74917, -4.23061)
C (-0.57982, 3.63432, -3.16477)
Se (-1.36086, 3.55195, -1.49311)
H (0.75065, 6.60207, -3.12956)
H (1.84539, 5.37010, -2.45126)
H (0.22758, 5.57409, -1.76366)
H (1.02112, 5.24145, -5.47835)
H (-0.39867, 3.04235, -6.34033)
H (-2.31363, 1.67512, -5.14859)
H (-2.40291, 1.84630, -3.37707)
H (-1.14100, 0.83930, -4.09710)



ORCA calculation (ωB97M-V/def2-TZVPD) on a structure of composition C33H32FN12O6PdS.

Properties
- Orbital gap: 6.8 eV
- Relative energy (zero: lowest compared OMol25 entry of this formula, charge and spin): 12.73 kJ/mol
- Total charge: +1
- E_LUMO: -3.23 eV

Positions of all 86 atoms, in Å:
Pd (-0.28216, 1.05767, -0.04019)
C (4.36705, -6.04505, 0.73283)
C (3.25048, -5.34816, 1.49519)
N (2.39883, -4.53356, 0.62638)
C (2.60947, -3.20388, 0.56381)
C (1.90289, -2.32978, -0.20203)
C (2.30872, -0.89625, -0.05524)
O (3.49639, -0.61415, 0.00795)
O (1.40264, 0.01683, 0.14455)
C (0.91147, -2.82262, -1.12932)
O (0.31974, -2.12617, -1.95277)
C (0.66818, -4.27356, -1.02116)
C (-0.34898, -4.85859, -1.77177)
C (-0.64703, -6.18528, -1.64962)
F (-1.71675, -6.63641, -2.35373)
C (0.09496, -7.05170, -0.82350)
C (1.13439, -6.46729, -0.11183)
C (1.40279, -5.09947, -0.16254)
N (-0.11666, -8.43497, -0.71626)
C (0.02263, -9.06091, 0.60504)
C (0.65446, -10.43338, 0.42144)
N (0.10972, -11.02261, -0.85980)
C (-1.28864, -10.52629, -1.11706)
C (-1.19256, -9.05934, -1.50242)
H (4.96593, -6.64920, 1.41452)
H (5.02158, -5.31150, 0.26196)
H (3.97324, -6.69417, -0.04933)
H (3.66702, -4.67827, 2.24538)
H (2.62022, -6.05659, 2.03295)
H (3.40884, -2.82878, 1.18999)
H (-0.93204, -4.23677, -2.43866)
H (1.74936, -7.10315, 0.50410)
H (-0.94715, -9.14005, 1.08909)
H (0.63575, -8.45916, 1.26540)
H (0.37415, -11.10322, 1.23253)
H (1.73874, -10.41115, 0.32255)
H (0.15309, -12.03916, -0.83920)
H (0.69660, -10.69969, -1.62959)
H (-1.86515, -10.65289, -0.20174)
H (-1.72580, -11.12296, -1.91390)
H (-2.17140, -8.63599, -1.29834)
H (-0.95541, -8.95831, -2.56315)
N (2.91254, 2.31072, -0.02237)
C (1.99464, 3.24372, -0.13688)
N (2.39748, 4.51175, -0.27542)
C (1.45563, 5.43060, -0.38658)
N (1.82136, 6.70476, -0.53828)
N (0.11648, 5.18602, -0.35428)
C (-0.18832, 3.92756, -0.21804)
N (0.66557, 2.89594, -0.11227)
C (-1.62669, 3.57416, -0.14262)
C (-2.61808, 4.53489, -0.16030)
C (-3.93739, 4.13389, -0.02991)
C (-4.21579, 2.78672, 0.12391)
C (-3.17214, 1.87950, 0.12323)
N (-1.90086, 2.26406, -0.02041)
H (3.87490, 2.59965, -0.06262)
H (2.67946, 1.32231, 0.07165)
H (2.79758, 6.93868, -0.56831)
H (1.12023, 7.41760, -0.62304)
H (-2.33078, 5.57003, -0.26719)
H (-4.73516, 4.86384, -0.03890)
H (-5.22784, 2.42913, 0.24624)
H (-3.34894, 0.82229, 0.24564)
O (-4.10908, -7.62860, 2.61669)
S (-3.09163, -7.69640, 1.60075)
O (-1.75854, -7.26903, 1.99159)
O (-3.07316, -8.94310, 0.82951)
C (-3.62719, -6.44042, 0.40669)
N (-4.58859, -6.78937, -0.44585)
C (-5.01068, -5.84597, -1.27238)
C (-4.47900, -4.56332, -1.27644)
C (-3.46914, -4.31791, -0.36230)
N (-3.05080, -5.25119, 0.48928)
C (-2.76059, -3.01363, -0.27265)
C (-2.76620, -2.09921, -1.31671)
C (-2.04682, -0.93156, -1.18995)
N (-1.36415, -0.63542, -0.08043)
C (-1.33110, -1.51824, 0.92739)
C (-2.01580, -2.71270, 0.86616)
H (-5.80514, -6.12001, -1.95801)
H (-4.84955, -3.80706, -1.95313)
H (-3.27822, -2.30393, -2.24578)
H (-1.98785, -0.21771, -1.99972)
H (-0.72942, -1.24758, 1.78382)
H (-1.96318, -3.42559, 1.67739)



The lowest orbital gap belongs to which entry? C33H32CsN5O2SSeSiTe